Formula: C18H26BN8O2SV
Source: OMol25
Level of theory: ωB97M-V/def2-TZVPD

Geometry (Å):
1 V -1.006 -0.055 -0.614
2 C -4.339 -2.014 0.808
3 C -3.614 -1.499 -0.247
4 N -2.472 -0.971 0.239
5 N -2.451 -1.142 1.566
6 C -3.570 -1.765 1.941
7 B -1.204 -0.574 2.311
8 N 0.008 -1.299 1.573
9 C 1.068 -1.921 2.108
10 C 1.839 -2.467 1.097
11 C 1.192 -2.120 -0.075
12 N 0.109 -1.413 0.211
13 N -1.235 0.943 1.982
14 C -1.153 2.052 2.743
15 C -1.299 3.165 1.948
16 C -1.463 2.681 0.665
17 N -1.426 1.355 0.677
18 N -1.196 -0.943 3.748
19 C -1.267 -2.207 4.267
20 C -1.241 -2.094 5.627
21 C -1.151 -0.708 5.867
22 N -1.125 -0.024 4.741
23 H -5.299 -2.500 0.770
24 H -3.824 -1.464 -1.303
25 H -3.752 -1.985 2.981
26 H 1.193 -1.956 3.179
27 H 2.739 -3.047 1.206
28 H 1.447 -2.332 -1.102
29 H -1.019 1.936 3.806
30 H -1.300 4.193 2.265
31 H -1.617 3.216 -0.258
32 H -1.326 -3.077 3.631
33 H -1.280 -2.889 6.351
34 H -1.106 -0.189 6.811
35 O -1.621 -0.182 -2.004
36 C 3.598 -1.143 -2.873
37 C 3.648 -0.075 -1.787
38 C 2.913 1.199 -2.174
39 S 1.119 0.985 -2.120
40 O 0.736 0.996 -0.575
41 C 0.569 2.507 -2.922
42 C 0.133 2.211 -4.358
43 C 1.272 1.795 -5.281
44 H 4.168 -2.025 -2.585
45 H 4.027 -0.767 -3.802
46 H 2.575 -1.459 -3.097
47 H 4.685 0.205 -1.591
48 H 3.257 -0.441 -0.834
49 H 3.132 1.525 -3.192
50 H 3.102 2.024 -1.482
51 H 1.379 3.236 -2.863
52 H -0.249 2.885 -2.306
53 H -0.331 3.125 -4.733
54 H -0.651 1.452 -4.349
55 H 2.081 2.528 -5.275
56 H 0.912 1.713 -6.304
57 H 1.685 0.818 -5.013

## Properties
gap between HOMO and LUMO: 5.710 eV
molecular weight: 480.28 g mol⁻¹
total charge: +2
lowest unoccupied orbital energy: -8.97 eV
E_tot: -2656.6229 Ha
HOMO level: -14.68 eV
max |F|: 1.9 eV/A